[1]
The following is a quantum chemistry calculation of a 15-piece molecular cluster, C29H26BrCl56N3O2PS2 overall at a distorted geometry, from the OMol25 dataset.

Results
Lowest unoccupied orbital energy ... -5.1 eV
Electronic energy ... -841302.963 eV
Highest occupied orbital energy ... -0.385 hartree
Net charge ... +1
HOMO-LUMO gap ... 0.1978 hartree

XYZ file:
```
120
C29H26BrCl56N3O2PS2, DFT ωB97M-V/def2-TZVPD
Br 4.0879 3.6181 -0.4445
Cl -14.8188 0.9427 0.5438
Cl 6.9326 8.9873 -1.8798
Cl 1.8526 9.2861 -1.8841
Cl -4.0304 2.3547 -3.1251
Cl 8.0754 -1.4854 -0.8287
Cl 8.9813 -4.6880 -4.8342
Cl 0.9181 3.8996 4.2087
Cl 0.0077 -4.7451 3.6279
Cl 4.4713 7.4924 -2.1496
Cl 11.9954 -6.9553 -1.8580
Cl 6.7841 -1.7299 -3.4007
Cl -3.4706 -1.1409 3.5641
Cl 2.5706 -2.2733 -8.7250
Cl 1.6538 1.1557 4.6948
Cl 0.1146 -3.3512 -9.8034
Cl -0.3040 7.4325 -2.3870
Cl -1.7836 -2.2038 9.6329
Cl -2.0684 -5.2400 5.5770
Cl 9.4940 -1.9037 -5.4134
Cl 6.4882 7.3416 -4.2165
Cl 3.6587 -6.4659 -5.2002
Cl 8.5911 0.4678 -2.8944
Cl -3.7763 4.8111 -4.6276
Cl -5.9286 4.4954 -2.7284
Cl 1.1790 -5.2365 -1.8849
Cl 0.7644 -1.2547 10.6149
Cl 3.7177 -3.7180 -6.0989
Cl -1.6824 0.0072 11.4923
Cl 0.1393 9.6670 -4.1781
Cl 2.7597 2.5233 2.4365
Cl -0.7653 0.3685 8.7750
Cl 9.8381 -7.6626 -0.0688
Cl 0.3836 -2.9641 -6.9530
Cl -12.7579 2.5465 1.7845
Cl 0.0672 -6.8995 0.2058
Cl -1.7912 0.8593 4.8016
Cl 1.9834 7.4442 -4.1257
Cl 9.5471 -8.0687 -2.9170
Cl 7.5850 -3.3672 -7.0127
Cl -12.0411 0.1835 0.2779
Cl -3.2078 4.7903 -1.7906
Cl -2.5474 -1.5143 6.2761
Cl 0.0201 -7.1944 5.1627
Cl -13.3755 -0.0779 2.8299
Cl -0.6784 -1.6985 4.0791
Cl 9.5664 -5.3888 -1.8362
Cl 0.6301 -4.6787 6.4514
Cl 6.0106 0.3959 -1.5935
Cl 3.5872 3.2760 5.1242
Cl -0.7677 -4.1423 -0.0458
Cl 10.4063 -3.9494 -7.2416
Cl 3.8073 -4.3177 -3.2689
Cl 4.9720 9.7755 -3.8513
Cl 1.9101 -4.7711 0.8604
Cl 6.0845 -4.9110 -4.9435
Cl 0.1584 -0.6780 -8.7074
S -4.9694 1.2685 0.5633
S -5.5938 -1.6248 1.1664
P 0.8254 4.7851 0.4343
O 1.5722 5.6791 -0.5113
O 3.2689 -1.6198 0.1644
N 0.5046 0.5764 0.3877
N 1.7029 0.1904 0.0683
N -7.4810 0.3006 0.8516
C 0.5936 -5.2678 -0.2179
C 0.3171 1.8718 0.4510
C 2.6515 1.0656 -0.1797
C -6.1068 -0.0856 0.8666
C -9.1959 1.5311 2.2619
C 7.3674 -0.5913 -2.1826
C 0.8062 -2.3174 -8.5469
C -13.2503 0.8990 1.3593
C -0.3529 -5.4664 5.2067
C -8.0078 -1.1458 -1.1307
C -2.1277 -0.8773 4.6859
C -7.8406 0.7468 2.2207
C 5.2372 -1.8271 1.5668
C -8.3460 -0.7970 0.3685
C 9.1163 -3.4768 -6.1283
C 4.3179 -4.8547 -4.8801
C -2.2147 1.3861 0.1003
C 10.2380 -7.0203 -1.6691
C 0.9200 8.4608 -3.1453
C 1.2379 2.9710 0.2534
C 2.2361 2.7207 4.1298
C -1.1405 2.2543 0.8414
C -0.8670 -0.7702 10.1296
C 2.5885 2.4806 -0.1138
C 1.9357 -1.2962 0.0033
C 3.6849 -1.5665 1.5360
C -3.2906 0.7729 1.0909
C -4.2386 4.1123 -3.0717
C 5.7156 8.3997 -3.0241
H 5.5791 -2.0152 0.5231
H -3.1967 -0.3332 1.0600
H -7.0595 1.4852 2.5149
H -9.2022 2.3248 3.0301
H 1.5048 -1.6824 -0.9363
H -8.3704 -1.6876 1.0302
H 1.3787 -1.7203 0.8726
H 5.4929 -2.7311 2.1551
H -2.7894 2.0763 -0.5559
H 3.1828 -2.3221 2.1728
H -3.1451 1.1506 2.1216
H -9.4097 2.0096 1.2826
H 3.6274 0.6366 -0.4742
H -1.2223 2.1135 1.9446
H 1.1604 5.2110 1.7514
H -1.3711 3.3084 0.6252
H -7.8127 -0.0846 2.9593
H -9.9966 0.7849 2.4458
H -0.5576 5.0664 0.2262
H -9.3908 -0.4092 0.3435
H -8.9408 -1.1675 -1.7300
H -7.4559 -2.0953 -1.2424
H 3.5420 -0.5499 1.9676
H 5.7987 -0.9362 1.9119
H -1.7989 0.5716 -0.5141
H -7.3614 -0.3181 -1.4949
```


[2]
The following is a quantum chemistry calculation of a 4-piece molecular cluster, C29H26ClF24N2O5 overall at a distorted geometry, from the OMol25 dataset.

Results
Lowest unoccupied orbital energy ... -5.0 eV
Electronic energy ... -121447.914 eV
Highest occupied orbital energy ... -0.466 hartree
Net charge ... +1
HOMO-LUMO gap ... 0.2808 hartree

XYZ file:
```
87
C29H26ClF24N2O5, DFT ωB97M-V/def2-TZVPD
Cl 6.3022 -7.3651 -4.1019
F -4.4860 2.9805 6.9612
F -2.3993 7.2996 3.6085
F -1.7284 7.8084 -0.4024
F -0.2305 0.4799 -2.6047
F 0.4208 6.7347 3.5524
F -5.3221 5.9758 10.3855
F -5.0550 4.4626 12.6138
F 0.0392 5.2719 5.1029
F 3.6554 0.1181 -0.2457
F -3.9319 3.5322 10.9860
F 2.7454 2.4804 -1.1600
F -4.0690 6.9161 11.8809
F -1.9357 1.6582 -0.8220
F -2.5524 3.8603 8.6166
F 1.5350 -0.0624 -0.6984
F -5.3869 3.8602 8.7422
F 4.1331 1.4676 -2.5031
F 0.1120 2.1958 -0.2971
F -1.2853 7.6572 5.4542
F -1.3481 5.1517 -0.3672
F -1.3649 2.1076 -3.4793
F -0.8122 8.0402 1.5633
F -2.7156 4.9892 6.7548
F -2.6237 5.8749 1.2504
O 1.9494 -2.4169 -6.8291
O -3.0886 6.0676 10.1158
O -0.9061 4.9597 3.1523
O 0.7581 2.4417 -3.0393
O 0.9047 -2.2249 -4.9072
N 0.9943 -11.3937 -6.5093
N 1.2443 -7.1834 -5.9383
C -3.3010 6.0954 8.7173
C 2.0635 -5.1667 -5.0267
C 3.8761 -6.5635 -3.2301
C 1.1961 -10.5568 -7.5241
C -1.7222 6.6928 4.6077
C 0.9335 -9.4850 -5.0198
C 0.4707 -5.0888 -6.8112
C 2.8598 1.4435 -2.0142
C 0.8784 -10.8410 -5.3060
C 1.3933 -2.9311 -5.9256
C -0.5222 5.9187 4.0602
C -4.6826 4.1413 7.6319
C 5.0872 -6.0631 -4.0299
C -0.8610 7.2510 0.4760
C -4.1278 5.8960 10.9998
C 2.0453 -6.5573 -5.0297
C -0.8495 2.3524 -1.2338
C 1.2992 -4.4269 -5.9178
C -1.3493 5.8429 0.8221
C 1.2973 -9.1866 -7.3380
C 2.7495 0.1198 -1.2500
C 1.1613 -8.6244 -6.0840
C -0.3905 1.8224 -2.5929
C -3.3204 4.7527 7.9665
C -3.9820 4.6015 11.8047
C -0.4980 5.0118 1.7990
C 0.4735 -6.4645 -6.7917
C 1.9374 1.6737 -3.2284
C 2.9128 -7.3603 -4.0950
H 3.4603 -8.0925 -4.6940
H -3.0726 4.6309 12.4078
H -1.1017 3.4077 -1.2933
H 2.5392 2.2667 -3.9151
H 1.4708 -8.5523 -8.1979
H 3.3833 -5.7052 -2.7741
H 4.2274 -7.1607 -2.3971
H -5.2649 4.8136 6.9949
H 0.5638 5.2415 1.7054
H 1.7239 0.7421 -3.7512
H -2.4226 6.6144 8.3347
H 5.5450 -5.1984 -3.5684
H 2.2801 -7.9372 -3.4295
H 0.7225 -11.5175 -4.4760
H 0.7983 -9.1282 -4.0160
H 4.7749 -5.8252 -5.0418
H -2.3984 6.0268 5.1465
H 0.1975 -2.7068 -4.4547
H -0.1571 -7.0141 -7.4689
H -4.1544 6.7197 8.4509
H -0.6085 3.9827 1.4601
H 2.6834 -4.6143 -4.3431
H 1.2897 -10.9494 -8.5245
H 0.1280 7.2154 0.0098
H 2.9700 -0.7230 -1.9125
H -0.1583 -4.5823 -7.5240
```